15
Properties=species:S:1:pos:R:3:forces:R:3 method="wB97M-V/def2-TZVPD" max_force_ev_per_a=1.111 charge=0 de_lowest_ev=1.565 smiles=N#C[C@@H](N)CCO e_homo_ev=-10.070 total_energy_ha=-341.94614
N 2.075824 -0.607941 -0.285966 0.13 0.02 0.21
C 0.061659 -1.863533 -0.511474 -0.40 -0.87 -0.33
H 2.538242 -1.424416 0.104755 -0.05 0.08 -0.08
N -0.389558 -2.841011 -0.934387 0.39 0.96 0.42
C -0.032294 0.606082 -0.577545 -0.01 0.09 -0.03
H -0.150858 0.466796 -1.656875 0.01 0.03 0.15
H 0.629455 1.468102 -0.428701 -0.07 -0.14 0.01
H -1.833194 1.772665 -0.420827 0.08 -0.14 0.09
H -2.046259 0.050165 -0.028382 0.10 0.12 0.04
C -1.367064 0.910509 0.078564 -0.06 -0.11 -0.40
H 2.485179 0.205717 0.164653 0.03 -0.08 -0.09
C 0.650341 -0.625869 0.035994 -0.18 0.03 0.01
H -1.947429 1.312894 1.900483 0.16 -0.01 -0.03
O -1.106766 1.191100 1.444217 -0.23 0.08 0.21
H 0.432721 -0.621259 1.115492 0.10 -0.05 -0.18



15
Properties=species:S:1:pos:R:3:forces:R:3 method="wB97M-V/def2-TZVPD" max_force_ev_per_a=0.475 charge=0 de_lowest_ev=3.284 e_homo_ev=-8.297 total_energy_ha=-341.88296
H 2.997318 0.079567 -0.442405 -0.05 -0.02 0.08
H -1.968835 -1.347150 -0.187085 -0.05 -0.04 0.02
C 1.155290 -0.624021 -0.032590 0.00 -0.26 -0.13
H 1.886458 1.284079 0.052041 0.01 -0.01 0.03
N 2.148897 0.313534 0.048200 0.08 0.13 0.01
C -1.229881 -1.283646 0.619600 0.03 0.00 -0.15
H -0.752143 -2.259563 0.719174 -0.02 0.19 -0.07
C -0.235487 -0.207789 0.292798 -0.03 -0.15 0.03
O 1.395822 -1.793109 -0.310299 -0.10 0.44 0.13
H -1.791635 -1.053837 1.538816 0.22 0.14 -0.18
H -1.257783 1.451146 1.113169 -0.03 -0.02 0.03
H -1.109039 0.738659 -1.622435 -0.34 0.05 0.14
H -0.090211 2.258841 -1.301681 0.15 -0.42 0.12
C -0.552857 1.341099 -0.918768 0.09 -0.03 -0.29
N -0.595920 1.102188 0.431472 0.05 0.00 0.23